# C5H13NO2

A 3-piece molecular cluster, C5H13NO2 overall (ωB97M-V/def2-TZVPD, the OMol25 dataset).

As for the energy relative to the best compared isomer or geometry (same formula, charge and spin): 126.16 kcal per mole. As for the total energy: -403.37556 a.u. Its spin multiplicity is 1. For the frontier orbital gap, the calculation gives 4.68 eV.

The geometry in XYZ format:
```
21
Properties=species:S:1:pos:R:3:forces:R:3
C -2.8662 1.1592 -1.8889 0.38 -0.17 0.00
H 0.6700 -0.1381 2.4709 -0.11 0.36 -0.09
C 0.6532 0.0414 1.3850 -0.14 -1.15 1.00
H -2.4846 0.2158 -2.2706 0.02 -0.03 -0.06
H -3.9223 1.0179 -1.6501 -0.05 0.23 0.05
C -2.1014 1.5512 -0.6817 0.30 -0.10 0.68
H 0.3800 -2.3493 -1.5691 0.17 -0.02 0.11
H 2.4682 -0.4068 0.7480 0.37 -0.57 -0.05
H -0.8947 -0.1702 -0.6572 0.22 -0.26 -0.02
H 1.3817 -1.9304 -0.3343 0.07 -0.31 0.09
H 0.4172 -0.9148 0.9099 -0.07 0.25 0.22
H 2.9380 -2.8880 0.7002 0.01 0.10 -0.04
N 2.0047 0.4832 0.9844 -0.41 1.45 -0.06
O 2.4856 -2.0478 0.6098 -0.35 -0.03 -0.40
H -2.7832 1.9120 -2.6805 -0.12 0.05 0.20
C -0.3669 1.0010 1.0013 -0.10 0.48 -0.51
O 0.4758 -1.7031 -0.8639 -0.01 -0.12 -0.43
H -2.3416 2.4721 -0.1644 -0.15 0.24 -0.08
H 1.9280 1.0395 0.1360 0.20 -0.14 -0.09
C -1.1242 0.7564 -0.1450 -0.22 -0.28 -0.60
H -0.5098 1.9287 1.5524 0.00 0.04 0.08
```
Positions in Å, forces in eV/Å.

# C5H13NO2

A 2-piece molecular cluster, C5H13NO2 overall (ωB97M-V/def2-TZVPD, the OMol25 dataset).

As for the energy relative to the best compared isomer or geometry (same formula, charge and spin): 38.38 kcal per mole. As for the total energy: -403.51545 a.u. As for the SMILES: C[C@@H](N)CCC=O.O. Its spin multiplicity is 1. For the frontier orbital gap, the calculation gives 9.90 eV.

The geometry in XYZ format:
```
21
Properties=species:S:1:pos:R:3:forces:R:3
H 1.0618 0.9947 -1.4115 -0.27 0.44 0.01
H 0.4536 -0.2337 2.3567 -0.14 -0.24 -0.02
C -0.0647 -0.6092 -2.2426 -0.93 -0.14 1.29
H -0.7438 -0.7402 0.2421 0.16 -0.20 -0.04
H -0.0979 -1.7076 -2.2183 0.76 -0.04 -0.38
H -1.6006 1.3071 0.8385 0.03 -0.60 0.14
C 0.9609 -0.1162 1.4017 -0.40 0.29 -0.59
H -0.2850 2.1279 0.4544 0.42 -0.23 -0.19
H 1.5904 -0.9595 1.1475 0.28 -0.24 0.48
O 1.2721 0.4878 -3.8830 -0.10 0.16 0.58
H 1.7440 -0.4742 -1.0589 -0.07 -0.54 0.37
C 0.7652 -0.0035 -1.1078 0.25 0.03 -0.71
C 0.2454 -0.0822 -3.5880 1.04 -0.20 -1.02
H -1.3491 -0.9325 3.9012 0.93 -0.93 -0.36
N -0.7871 1.2741 0.2423 -0.63 1.06 -0.25
H -1.3758 -0.1117 5.2303 0.35 -0.26 0.00
H -1.1248 -0.4871 -1.9884 -0.11 0.75 -0.37
O -1.8153 -0.2923 4.4004 -1.28 1.18 0.34
C -0.0020 0.0635 0.2114 0.18 -0.15 0.77
H -0.4150 -0.2833 -4.4338 -0.80 -0.24 0.06
H 1.5680 0.7780 1.5057 0.32 0.11 -0.11
```
Positions in Å, forces in eV/Å.

# C5H13NO2

A 3-piece molecular cluster, C5H13NO2 overall (ωB97M-V/def2-TZVPD, the OMol25 dataset).

As for the energy relative to the best compared isomer or geometry (same formula, charge and spin): 111.78 kcal per mole. As for the total energy: -403.06567 a.u. The charge is +1. Its spin multiplicity is 2. For the frontier orbital gap (alpha / beta), the calculation gives 8.23 / 7.29 eV.

The geometry in XYZ format:
```
21
Properties=species:S:1:pos:R:3:forces:R:3
C -1.0912 -1.6897 -1.0710 1.48 -1.29 0.59
O -2.6601 0.9210 1.3296 1.45 1.25 1.29
N 1.4541 -1.1584 -0.0623 -2.24 2.05 -1.13
H 0.4641 1.9968 -0.6056 0.37 -0.41 -1.02
H 2.4241 -0.9317 -0.0921 0.93 0.22 0.32
H -0.8042 -0.5551 2.8215 0.60 0.36 2.49
H -1.2712 0.1509 -0.3592 0.20 1.33 0.13
H -2.4239 1.7526 1.8463 -0.67 -1.28 -1.00
H -1.9899 0.2332 1.7024 -1.40 0.38 -0.52
H 3.5147 1.2959 -0.1578 -0.33 -0.58 -0.31
O -1.0358 -0.7517 1.9413 0.15 -0.65 -1.96
H 2.6368 2.8685 -0.2469 -0.36 -0.60 0.19
H -0.2864 -2.3448 -1.5659 -1.82 0.61 0.35
H -0.9569 -1.8938 0.0235 -0.24 -0.24 -1.04
C 2.5522 1.7722 -0.3227 -3.14 -0.71 -1.35
H -2.1507 -1.9314 -1.2656 0.75 0.32 -0.51
C 0.7592 -0.1267 -0.8185 1.35 1.24 3.85
C 1.2695 1.2497 -0.7183 3.30 1.31 1.21
C -0.6455 -0.2140 -1.1737 -0.76 -1.75 -1.50
H 1.1064 -1.0062 0.9325 0.12 -0.87 -1.45
H -0.8653 0.3627 -2.1374 0.27 -0.68 1.36
```
Positions in Å, forces in eV/Å.

# C5H13NO3

A 3-piece molecular cluster, C5H13NO3 overall (ωB97M-V/def2-TZVPD, the OMol25 dataset).

As for the energy relative to the best compared isomer or geometry (same formula, charge and spin): 126.72 kcal per mole. As for the total energy: -478.61346 a.u. Its spin multiplicity is 1. For the frontier orbital gap, the calculation gives 7.49 eV.

The geometry in XYZ format:
```
22
Properties=species:S:1:pos:R:3:forces:R:3
C 0.1649 -0.2365 0.9272 3.05 4.40 1.06
H -3.1799 -1.3627 -1.3413 0.31 0.07 -0.03
C 2.7018 1.4188 0.5857 0.06 -0.10 -0.09
H -1.3401 0.7776 1.5511 0.11 -0.32 -0.14
H 1.0376 -0.5439 -0.9657 0.11 0.31 0.08
H 1.0199 1.7976 1.9311 0.33 0.18 0.14
H -2.9159 -0.9440 0.2134 0.17 0.12 -0.02
C 1.2366 1.5939 0.8830 -0.99 -1.39 1.68
O -1.0135 -2.2414 -1.9868 -0.14 -0.11 0.00
H 3.2768 2.3268 0.8127 -0.12 -0.10 0.00
H -1.5383 0.4307 -1.1132 0.54 0.08 0.05
H -1.3319 -2.6371 -0.0243 0.29 0.20 0.15
H 0.7384 2.3624 0.2957 -0.17 -0.43 -0.32
H 0.9188 -0.8643 1.3851 -0.17 -0.27 -0.20
N -2.4854 -0.9598 -0.7074 -0.12 -0.32 0.14
O -0.9322 -0.0893 1.7072 -0.63 0.32 0.22
H 3.1350 0.6043 1.1753 -0.01 0.08 -0.08
H 2.8719 1.2027 -0.4736 0.01 -0.05 0.08
O -0.5709 0.7533 -1.1907 -0.21 -0.03 0.49
H -0.7019 -1.4959 -2.5187 -0.10 -0.13 0.14
C -1.2642 -1.7708 -0.6837 0.96 1.58 -1.16
C 0.1724 -0.1223 -0.4622 -3.31 -4.08 -2.18
```
Positions in Å, forces in eV/Å.

# C5H13NP

An isolated ion of composition C5H13NP and charge +1 (ωB97M-V/def2-TZVPD, the OMol25 dataset).

As for the energy relative to the best compared isomer or geometry (same formula, charge and spin): 82.85 kcal per mole. As for the total energy: -594.01717 a.u. The charge is +1. Its spin multiplicity is 1. For the frontier orbital gap, the calculation gives 6.63 eV.

The geometry in XYZ format:
```
20
Properties=species:S:1:pos:R:3:forces:R:3
H 0.2310 0.9630 3.0079 0.37 -2.15 -0.97
H 2.8471 -1.3119 -1.0291 5.22 0.60 0.73
C -1.3329 1.0733 0.9985 -1.42 1.68 -1.71
H -1.2489 2.0831 1.5862 0.37 -1.70 -1.04
H 1.6074 1.4147 -1.5051 0.27 0.73 -0.03
C 0.4812 0.0715 2.2843 0.58 1.41 2.07
C 0.7024 0.8661 -1.6639 -2.03 1.42 -0.32
P 0.7103 -0.5664 -0.6615 -0.07 -1.05 -2.09
H -1.0318 -2.1851 -0.3351 -0.05 1.30 -1.71
H 0.6032 0.5696 -2.7133 0.45 -0.35 0.23
H -2.2174 0.6299 1.5704 1.18 -0.04 -0.70
H -1.6831 1.3198 -0.1042 0.50 -0.55 2.49
H -0.2537 1.4065 -1.4977 0.93 0.47 0.01
C -0.7938 -1.4335 -1.2028 2.61 -3.51 3.48
H -0.5226 -2.0289 -2.0623 -0.01 0.10 -0.31
C -0.1028 0.2512 1.0276 -1.00 0.47 -1.36
H -1.5060 -0.7332 -1.3375 -2.74 1.94 -0.60
H 0.0230 -0.9159 2.5761 0.26 0.45 0.25
H 1.5524 -0.0883 2.1842 0.18 -0.28 0.36
N 1.9350 -1.3853 -1.1229 -5.60 -0.94 1.22
```
Positions in Å, forces in eV/Å.

# C5H13NS

One molecule with the formula C5H13NS (ωB97M-V/def2-TZVPD, the OMol25 dataset).

As for the energy relative to the best compared isomer or geometry (same formula, charge and spin): 64.72 kcal per mole. As for the total energy: -651.14081 a.u. As for the SMILES: CCN[C@@H](C)CS. Its spin multiplicity is 1. For the frontier orbital gap, the calculation gives 9.28 eV.

The geometry in XYZ format:
```
20
Properties=species:S:1:pos:R:3:forces:R:3
C 0.3481 0.6059 2.2304 1.45 3.16 -2.56
H -0.4313 1.8843 -1.1251 0.11 -2.70 -0.93
H 1.4349 0.5253 2.3876 -0.61 -0.93 0.68
C 0.1579 -0.2945 -0.5671 -1.75 1.06 0.42
H 0.4688 1.3737 1.2693 -0.71 -1.99 1.94
H -1.6244 -0.2137 2.5471 1.54 -0.64 -1.70
H -0.6432 -1.8794 -1.5435 -0.68 -1.13 0.13
H 1.1445 0.0168 -0.3376 0.85 0.79 1.28
H -1.2830 0.5018 -2.0886 0.21 0.05 0.00
C -0.6544 -0.4738 1.9404 0.87 -1.46 0.59
H -0.1217 1.2866 2.8786 0.11 0.89 1.62
H -1.5913 0.2454 0.4555 1.18 -1.05 -0.97
N -0.8440 -0.5005 0.4930 -3.79 1.70 0.23
C -0.3538 0.7811 -1.5864 1.91 0.83 0.59
S 1.1745 0.8385 -2.8462 -2.12 2.41 1.37
H 1.0915 2.2157 -2.5769 0.71 -1.35 -0.86
H 0.8325 -2.2891 -0.4965 -0.28 -0.47 0.01
C 0.3217 -1.6199 -1.1724 1.42 0.23 -3.19
H 0.9423 -1.4819 -2.1296 -0.40 -0.64 1.37
H -0.3697 -1.5223 2.2679 -0.02 1.25 -0.01
```
Positions in Å, forces in eV/Å.